[1]
A structure of composition C3H2FeO2 at a distorted geometry, computed with ωB97M-V/def2-TZVPD.

## Properties
F_max, hartree/bohr: 0.045
Net charge: 0
LUMO (alpha / beta), eV: -0.508 / -2.458
Multiplicity: 7
Energy, eV: -41615.5440

Geometry (Å):
Fe 0.117 2.172 0.271
O 0.207 -0.405 -1.630
O 0.961 0.096 0.294
C -0.367 -0.465 0.536
C -0.831 -0.964 -0.768
C 1.168 0.221 -1.000
H -0.971 0.553 0.950
H -0.284 -1.207 1.348



[2]
A structure of composition C3H2GaLiO2 at a distorted geometry, computed with ωB97M-V/def2-TZVPD.

## Properties
F_max, hartree/bohr: 0.179
Net charge: +2
LUMO (alpha / beta), eV: -12.825 / -12.837
Multiplicity: 1
Energy, eV: -59795.6348

Geometry (Å):
Ga -2.033 -1.359 1.865
O 1.360 -0.521 -0.211
O -1.929 0.376 0.877
C -0.092 -0.645 -0.063
C 0.575 0.127 -1.200
C -0.658 0.443 0.763
Li 1.441 0.707 1.390
H 0.748 1.211 -1.231
H 0.587 -0.339 -2.189



Among the records above, which one has the lowest energy? C3H2GaLiO2



Which of these has the highest multiplicity? C3H2FeO2



The highest multiplicity belongs to which entry? C3H2FeO2